Entry from OMol25: a 7-piece molecular cluster, C39H101N5O6P overall at a distorted geometry (wB97M-V/def2-TZVPD).

Results
LUMO energy (eV): -10.20
Maximum force (eV/A): 3.09
Total charge: +5

Bonds (Å) are listed after each position.
Positions of all 152 atoms, in Å:
1 O 0.824 1.311 0.855  H2 0.972
2 H 0.007 1.099 0.371  O1 0.972
3 C 4.565 -1.044 0.357  C4 1.545, H10 1.090, H11 1.089, H12 1.090
4 C 3.180 -1.359 0.963  C3 1.545, O5 1.212, N6 1.482
5 O 3.004 -1.711 2.109  C4 1.212
6 N 2.000 -1.031 0.128  C4 1.482, H7 1.027, H8 1.013, C9 1.525
7 H 1.568 -0.169 0.480  N6 1.027
8 H 2.223 -0.773 -0.826  N6 1.013
9 C 0.929 -2.117 0.134  N6 1.525, H13 1.089, H14 1.089, H15 1.091
10 H 5.188 -1.936 0.406  C3 1.090
11 H 5.019 -0.249 0.948  C3 1.089
12 H 4.413 -0.732 -0.676  C3 1.090
13 H -0.087 -1.902 -0.192  C9 1.089
14 H 0.897 -2.615 1.102  C9 1.089
15 H 1.403 -2.843 -0.528  C9 1.091
16 C -1.159 5.900 0.713  N17 1.515, H23 1.088, H24 1.091, H25 1.089
17 N -1.560 4.983 1.850  C16 1.515, C18 1.547, C19 1.514, C20 1.569
18 C -2.042 3.649 1.232  N17 1.547, H26 1.089, H27 1.089, H28 1.090
19 C -0.376 4.842 2.784  N17 1.514, H29 1.090, H30 1.090, H31 1.090
20 C -2.748 5.542 2.708  N17 1.569, C21 1.522, H32 1.090, H33 1.091
21 C -4.117 5.644 2.049  C20 1.522, O22 1.443, H34 1.091, H35 1.092
22 O -4.061 6.206 0.721  C21 1.443, H36 0.962
23 H -1.902 6.050 -0.068  C16 1.088
24 H -0.297 5.433 0.235  C16 1.091
25 H -0.851 6.855 1.137  C16 1.089
26 H -2.469 3.157 2.105  C18 1.089
27 H -1.259 3.151 0.662  C18 1.089
28 H -2.820 3.801 0.484  C18 1.090
29 H 0.390 4.248 2.287  C19 1.090
30 H -0.500 4.309 3.727  C19 1.090
31 H -0.032 5.806 3.160  C19 1.090
32 H -2.438 6.375 3.340  C20 1.090
33 H -2.894 4.762 3.456  C20 1.091
34 H -4.856 6.093 2.714  C21 1.091
35 H -4.535 4.635 2.021  C21 1.092
36 H -4.894 6.021 0.277  O22 0.962
37 C 2.210 5.316 -4.620  N38 1.532, H44 1.089, H45 1.089, H46 1.089
38 N 1.762 4.114 -3.783  C37 1.532, C39 1.513, C40 1.518, C41 1.544
39 C 0.412 4.490 -3.212  N38 1.513, H47 1.089, H48 1.090, H49 1.089
40 C 1.579 2.893 -4.667  N38 1.518, H50 1.091, H51 1.088, H52 1.090
41 C 2.908 3.803 -2.797  N38 1.544, C42 1.513, H53 1.091, H54 1.089
42 C 2.574 2.895 -1.634  C41 1.513, O43 1.449, H55 1.091, H56 1.092
43 O 1.617 3.489 -0.723  C42 1.449, H57 0.968
44 H 1.391 5.728 -5.207  C37 1.089
45 H 3.057 5.020 -5.236  C37 1.089
46 H 2.458 6.038 -3.843  C37 1.089
47 H 0.426 5.277 -2.460  C39 1.089
48 H 0.025 3.625 -2.673  C39 1.090
49 H -0.304 4.646 -4.019  C39 1.089
50 H 0.882 3.257 -5.423  C40 1.091
51 H 1.180 1.986 -4.218  C40 1.088
52 H 2.456 2.699 -5.284  C40 1.090
53 H 3.037 4.816 -2.415  C41 1.091
54 H 3.824 3.534 -3.321  C41 1.089
55 H 3.458 2.634 -1.051  C42 1.091
56 H 2.174 1.954 -2.020  C42 1.092
57 H 1.424 2.723 -0.162  O43 0.968
58 C -1.609 2.214 6.076  N59 1.548, H65 1.089, H66 1.090, H67 1.089
59 N -1.444 0.681 5.938  C58 1.548, C60 1.536, C61 1.537, C62 1.546
60 C -1.511 0.147 7.377  N59 1.536, H68 1.090, H69 1.089, H70 1.089
61 C -2.594 0.133 5.077  N59 1.537, H71 1.090, H72 1.088, H73 1.090
62 C -0.117 0.214 5.297  N59 1.546, C63 1.524, H74 1.089, H75 1.090
63 C 0.465 1.092 4.195  C62 1.524, O64 1.417, H76 1.091, H77 1.091
64 O -0.366 1.682 3.211  C63 1.417, H78 0.973
65 H -1.557 2.681 5.095  C58 1.089
66 H -0.776 2.619 6.651  C58 1.090
67 H -2.481 2.393 6.703  C58 1.089
68 H -1.292 -0.921 7.396  C60 1.090
69 H -2.461 0.256 7.899  C60 1.089
70 H -0.685 0.647 7.880  C60 1.089
71 H -2.400 -0.935 4.976  C61 1.090
72 H -2.600 0.624 4.106  C61 1.088
73 H -3.526 0.120 5.640  C61 1.090
74 H -0.234 -0.818 4.973  C62 1.089
75 H 0.670 0.245 6.051  C62 1.090
76 H 1.172 0.446 3.671  C63 1.091
77 H 1.055 1.942 4.542  C63 1.091
78 H -0.028 1.427 2.335  O64 0.973
79 C 5.117 1.177 4.115  N80 1.506, H86 1.090, H87 1.089, H88 1.088
80 N 5.391 2.653 3.992  C79 1.506, C81 1.519, C82 1.591, C83 1.565
81 C 4.676 3.508 5.024  N80 1.519, H89 1.089, H90 1.089, H91 1.090
82 C 6.952 2.871 4.205  N80 1.591, H92 1.088, H93 1.090, H94 1.089
83 C 4.984 3.194 2.581  N80 1.565, C84 1.576, H95 1.090, H96 1.090
84 C 3.442 3.197 2.259  C83 1.576, O85 1.364, H97 1.092, H98 1.092
85 O 2.846 1.978 2.391  C84 1.364, H99 0.970
86 H 5.664 0.786 4.973  C79 1.090
87 H 5.532 0.685 3.236  C79 1.089
88 H 4.058 0.956 4.226  C79 1.088
89 H 3.600 3.386 4.918  C81 1.089
90 H 4.986 4.543 4.888  C81 1.089
91 H 5.055 3.079 5.951  C81 1.090
92 H 7.239 2.489 5.183  C82 1.088
93 H 7.028 3.958 4.184  C82 1.090
94 H 7.510 2.486 3.353  C82 1.089
95 H 5.595 2.730 1.807  C83 1.090
96 H 5.253 4.251 2.576  C83 1.090
97 H 3.409 3.572 1.234  C84 1.092
98 H 2.934 3.971 2.838  C84 1.092
99 H 2.088 1.829 1.804  O85 0.970
100 C -2.847 -3.681 0.958  C101 1.554, H117 1.090, H118 1.090, H119 1.091
101 C -2.102 -4.996 0.594  C100 1.554, C102 1.543, H120 1.090, H121 1.090
102 C -1.670 -5.019 -0.887  C101 1.543, C103 1.564, H122 1.090, H123 1.090
103 C -2.801 -5.350 -1.917  C102 1.564, P104 1.855, H124 1.091, H125 1.091
104 P -2.638 -4.935 -3.717  C103 1.855, C105 1.908, C109 1.853, C113 1.866
105 C -4.248 -5.518 -4.558  P104 1.908, C106 1.533, H126 1.091, H127 1.091
106 C -4.539 -7.007 -4.336  C105 1.533, C107 1.565, H128 1.090, H129 1.091
107 C -5.605 -7.445 -5.396  C106 1.565, C108 1.569, H130 1.090, H131 1.090
108 C -5.834 -8.996 -5.346  C107 1.569, H132 1.090, H133 1.090, H134 1.092
109 C -2.363 -3.127 -4.010  P104 1.853, C110 1.545, H135 1.090, H136 1.092
110 C -1.493 -2.267 -3.067  C109 1.545, C111 1.574, H137 1.092, H138 1.091
111 C -1.308 -0.847 -3.722  C110 1.574, C112 1.514, H139 1.090, H140 1.090
112 C -0.780 0.221 -2.788  C111 1.514, H141 1.091, H142 1.091, H143 1.092
113 C -1.208 -5.906 -4.420  P104 1.866, C114 1.530, H144 1.092, H145 1.090
114 C 0.165 -5.238 -4.514  C113 1.530, C115 1.563, H146 1.091, H147 1.091
115 C 1.094 -5.245 -3.257  C114 1.563, C116 1.524, H148 1.090, H149 1.091
116 C 2.260 -4.268 -3.349  C115 1.524, H150 1.092, H151 1.091, H152 1.089
117 H -3.258 -3.771 1.964  C100 1.090
118 H -3.666 -3.479 0.268  C100 1.090
119 H -2.193 -2.807 0.983  C100 1.091
120 H -2.813 -5.798 0.792  C101 1.090
121 H -1.223 -5.078 1.232  C101 1.090
122 H -0.942 -5.831 -0.887  C102 1.090
123 H -1.174 -4.088 -1.159  C102 1.090
124 H -3.744 -4.912 -1.588  C103 1.091
125 H -2.895 -6.436 -1.955  C103 1.091
126 H -4.101 -5.279 -5.612  C105 1.091
127 H -5.105 -4.937 -4.214  C105 1.091
128 H -4.870 -7.209 -3.317  C106 1.090
129 H -3.598 -7.535 -4.497  C106 1.091
130 H -5.323 -7.162 -6.410  C107 1.090
131 H -6.554 -6.947 -5.194  C107 1.090
132 H -6.362 -9.424 -6.198  C108 1.090
133 H -6.285 -9.350 -4.418  C108 1.090
134 H -4.923 -9.598 -5.345  C108 1.092
135 H -3.313 -2.648 -4.246  C109 1.090
136 H -1.820 -3.236 -4.951  C109 1.092
137 H -0.501 -2.711 -2.966  C110 1.092
138 H -1.842 -2.258 -2.034  C110 1.091
139 H -2.271 -0.572 -4.151  C111 1.090
140 H -0.630 -1.036 -4.555  C111 1.090
141 H -1.395 0.438 -1.914  C112 1.091
142 H -0.689 1.205 -3.251  C112 1.091
143 H 0.205 -0.091 -2.435  C112 1.092
144 H -1.454 -6.072 -5.470  C113 1.092
145 H -1.162 -6.907 -3.991  C113 1.090
146 H 0.157 -4.255 -4.986  C114 1.091
147 H 0.655 -5.842 -5.279  C114 1.091
148 H 1.518 -6.243 -3.137  C115 1.090
149 H 0.577 -4.998 -2.328  C115 1.091
150 H 1.861 -3.253 -3.399  C116 1.092
151 H 2.715 -4.465 -4.321  C116 1.091
152 H 3.034 -4.309 -2.583  C116 1.089

Löwdin atomic charge list, values in e, 4 entries:
1 O -0.354
2 H 0.005
3 C 0.060
4 C -0.362